1.
144
Properties=species:S:1:pos:R:3 method="wB97M-V/def2-TZVPD" smiles=Fc1ccccc1.Fc1ccccc1.Fc1ccccc1.CCCC#N.CCCC#N.CCCC#N.CCCC#N.CCCC#N.CCCC#N.CCCC#N.CCCC#N.CCCC#N
F 6.37 -4.74 3.49
C 5.63 -3.67 3.70
C 6.23 -2.50 4.04
C 5.38 -1.46 4.41
C 4.00 -1.60 4.30
C 3.41 -2.81 3.99
C 4.26 -3.85 3.71
H 7.27 -2.31 4.12
H 5.78 -0.50 4.74
H 3.43 -0.68 4.55
H 2.36 -2.89 3.99
H 3.82 -4.83 3.64
F 4.36 3.27 7.69
C 3.81 2.82 6.55
C 2.78 1.91 6.66
C 2.14 1.56 5.46
C 2.53 2.08 4.22
C 3.63 2.93 4.21
C 4.23 3.32 5.37
H 2.61 1.44 7.62
H 1.33 0.87 5.55
H 2.08 1.85 3.30
H 3.90 3.27 3.22
H 5.07 3.96 5.44
F 0.08 0.21 -2.20
C 0.02 -0.12 -0.87
C 0.21 -1.45 -0.67
C 0.24 -1.94 0.67
C -0.02 -1.06 1.72
C -0.14 0.31 1.44
C -0.08 0.80 0.14
H 0.28 -2.11 -1.50
H 0.55 -2.97 0.79
H 0.00 -1.41 2.77
H -0.19 0.98 2.28
H -0.27 1.78 -0.18
C -5.34 3.53 0.99
C -5.02 2.11 0.93
C -6.15 1.16 0.53
C -6.34 1.41 -0.92
N -6.22 1.65 -2.03
H -5.90 3.74 1.91
H -5.94 3.91 0.15
H -4.41 4.09 0.89
H -4.50 1.75 1.87
H -4.21 1.97 0.18
H -7.05 1.39 1.11
H -5.76 0.16 0.68
C -3.62 -1.30 -5.01
C -2.54 -0.82 -4.08
C -3.14 0.12 -3.00
C -3.88 -0.59 -1.94
N -4.22 -1.21 -1.05
H -4.00 -0.42 -5.53
H -4.51 -1.63 -4.50
H -3.23 -2.01 -5.75
H -1.73 -0.40 -4.65
H -2.04 -1.70 -3.68
H -3.85 0.87 -3.43
H -2.46 0.76 -2.44
C 0.93 6.28 -2.63
C 0.12 7.36 -1.92
C -1.21 6.83 -1.43
C -2.36 7.29 -2.21
N -3.23 7.63 -2.90
H 1.25 5.43 -2.00
H 1.91 6.68 -2.99
H 0.61 5.85 -3.60
H 0.00 8.33 -2.50
H 0.69 7.68 -1.07
H -1.44 6.98 -0.40
H -1.20 5.73 -1.55
C 1.90 2.48 -4.50
C 2.83 1.49 -3.75
C 3.37 0.31 -4.67
C 2.30 -0.61 -5.12
N 1.54 -1.33 -5.59
H 2.53 3.19 -5.06
H 1.32 2.97 -3.75
H 1.21 1.99 -5.23
H 2.36 0.95 -2.88
H 3.70 2.09 -3.40
H 4.05 -0.34 -4.05
H 3.92 0.74 -5.45
C -4.21 -6.13 -0.16
C -4.20 -4.56 -0.45
C -3.16 -4.19 -1.54
C -1.84 -4.70 -1.35
N -0.75 -5.10 -1.23
H -3.25 -6.45 0.20
H -4.47 -6.77 -1.05
H -4.95 -6.31 0.65
H -3.99 -3.98 0.45
H -5.23 -4.21 -0.84
H -3.16 -3.13 -1.52
H -3.44 -4.55 -2.54
C -2.71 -2.84 4.36
C -1.64 -3.87 4.00
C -0.54 -3.86 5.02
C 0.18 -2.60 5.09
N 0.61 -1.55 5.03
H -2.91 -2.91 5.43
H -3.65 -2.93 3.89
H -2.35 -1.80 4.15
H -1.27 -3.69 2.94
H -2.04 -4.91 4.06
H 0.34 -4.57 4.80
H -0.83 -4.12 6.03
C 4.50 -4.80 -1.32
C 3.70 -4.67 -0.02
C 2.84 -5.97 0.34
C 1.85 -5.62 1.37
N 1.15 -5.18 2.17
H 5.17 -3.97 -1.41
H 3.85 -4.61 -2.17
H 5.03 -5.82 -1.45
H 3.05 -3.81 -0.06
H 4.31 -4.37 0.84
H 3.51 -6.78 0.70
H 2.18 -6.24 -0.52
C 4.19 2.03 0.91
C 4.64 0.56 1.42
C 3.71 -0.56 0.94
C 3.86 -0.80 -0.58
N 4.16 -0.79 -1.68
H 3.16 2.31 1.27
H 4.16 2.00 -0.14
H 4.85 2.73 1.28
H 4.67 0.60 2.45
H 5.68 0.32 1.06
H 2.62 -0.33 1.17
H 3.94 -1.52 1.41
C -3.56 3.36 -5.54
C -4.31 4.67 -5.16
C -4.90 4.68 -3.77
C -3.89 4.34 -2.77
N -3.04 3.91 -2.09
H -3.28 3.35 -6.60
H -4.20 2.50 -5.28
H -2.55 3.27 -4.96
H -5.04 4.92 -5.87
H -3.67 5.53 -5.21
H -5.59 3.87 -3.46
H -5.40 5.64 -3.62

2.
163
Properties=species:S:1:pos:R:3 method="wB97M-V/def2-TZVPD" smiles="[H]/N=C(/C)C[C@@](CC(=O)F)(NOCC)[C@](F)(CCCN)O[C@@H](C#C)CC=C.O=C1CCCO1.O=C1CCCO1.O=C1CCCO1.O=C1CCCO1.O=C1CCCO1.O=C1CCCO1.O=C1CCCO1.O=C1CCCO1.O=C1CCCO1"
H 1.32 -5.58 0.75
N 0.86 -6.48 0.82
C -0.29 -6.34 1.33
C -1.15 -7.57 1.48
C -0.94 -5.08 1.85
C -0.22 -3.74 1.70
C 1.07 -3.62 2.54
C 1.03 -4.32 3.88
O 1.14 -5.47 4.09
F 0.85 -3.46 4.91
N 0.20 -3.55 0.32
O -0.81 -3.97 -0.59
C -0.33 -3.80 -1.92
C 0.66 -4.89 -2.33
C -1.23 -2.62 2.14
F -2.33 -2.67 1.31
C -0.65 -1.20 2.03
C -0.40 -0.49 3.37
C 0.36 0.81 3.05
N 0.03 1.98 3.88
O -1.60 -2.86 3.48
C -2.93 -3.30 3.73
C -2.87 -3.95 5.06
C -2.83 -4.49 6.13
C -3.92 -2.12 3.72
C -5.08 -2.27 4.67
C -5.69 -1.19 5.21
H -1.87 -7.47 2.29
H -0.50 -8.42 1.70
H -1.67 -7.78 0.54
H -1.19 -5.25 2.90
H -1.90 -5.01 1.34
H 1.90 -4.05 1.99
H 1.34 -2.58 2.73
H 0.50 -2.60 0.11
H 0.14 -2.81 -2.01
H -1.22 -3.82 -2.54
H 0.62 -4.96 -3.42
H 1.66 -4.66 -1.99
H 0.30 -5.84 -1.93
H 0.32 -1.21 1.53
H -1.38 -0.59 1.49
H -1.33 -0.26 3.90
H 0.26 -1.10 3.98
H 1.43 0.62 3.13
H 0.19 1.08 2.00
H 0.68 2.04 4.65
H -0.89 1.87 4.30
H -3.27 -4.08 3.05
H -2.89 -4.95 7.09
H -4.31 -2.08 2.70
H -3.40 -1.18 3.90
H -5.48 -3.27 4.88
H -5.80 -1.02 6.28
H -6.06 -0.42 4.53
O -6.69 -0.04 8.27
C -7.81 -0.05 7.86
C -8.48 1.00 7.00
C -9.97 0.66 7.14
C -9.91 -0.85 7.38
O -8.67 -1.07 8.09
H -8.13 0.89 5.98
H -8.25 2.00 7.37
H -10.57 0.93 6.28
H -10.38 1.16 8.02
H -9.88 -1.41 6.45
H -10.73 -1.22 7.99
O 2.45 -4.32 -5.65
C 1.81 -5.07 -6.31
C 2.16 -6.49 -6.73
C 1.16 -6.77 -7.85
C -0.01 -5.89 -7.44
O 0.57 -4.76 -6.78
H 2.02 -7.15 -5.87
H 3.20 -6.54 -7.06
H 0.89 -7.82 -7.95
H 1.57 -6.43 -8.80
H -0.68 -6.39 -6.74
H -0.59 -5.54 -8.29
O 2.10 -4.64 -10.35
C 1.95 -5.27 -11.35
C 2.98 -5.58 -12.42
C 2.12 -6.05 -13.59
C 0.91 -6.63 -12.87
O 0.77 -5.85 -11.67
H 3.63 -6.37 -12.05
H 3.57 -4.70 -12.65
H 2.60 -6.76 -14.26
H 1.81 -5.18 -14.19
H 1.06 -7.68 -12.59
H -0.01 -6.55 -13.45
O -9.12 2.55 3.07
C -8.68 3.53 3.59
C -7.28 4.11 3.45
C -7.21 5.08 4.62
C -8.67 5.48 4.79
O -9.43 4.33 4.40
H -7.22 4.62 2.48
H -6.54 3.32 3.50
H -6.55 5.93 4.46
H -6.86 4.56 5.51
H -8.95 6.32 4.15
H -8.93 5.73 5.82
O -3.34 1.13 -0.09
C -3.90 0.32 -0.77
C -3.46 -1.09 -1.10
C -4.35 -1.45 -2.29
C -5.59 -0.61 -2.01
O -5.11 0.57 -1.34
H -3.65 -1.72 -0.24
H -2.40 -1.10 -1.35
H -4.57 -2.51 -2.38
H -3.88 -1.12 -3.22
H -6.30 -1.11 -1.35
H -6.12 -0.30 -2.91
O 3.22 -1.39 0.71
C 3.79 -0.35 0.85
C 5.04 0.15 0.14
C 5.47 1.32 1.02
C 4.14 1.79 1.60
O 3.34 0.60 1.70
H 4.76 0.48 -0.86
H 5.79 -0.63 0.09
H 6.00 2.10 0.49
H 6.12 0.95 1.82
H 3.64 2.50 0.94
H 4.25 2.24 2.59
O 4.60 2.67 -2.02
C 3.67 3.41 -1.86
C 2.45 3.53 -2.74
C 1.83 4.85 -2.29
C 2.28 4.92 -0.84
O 3.56 4.24 -0.80
H 1.79 2.68 -2.54
H 2.74 3.52 -3.79
H 0.75 4.90 -2.40
H 2.28 5.67 -2.85
H 1.61 4.39 -0.17
H 2.42 5.93 -0.49
O 4.36 7.85 1.55
C 5.24 7.28 0.97
C 6.56 6.80 1.54
C 7.38 6.55 0.27
C 6.30 6.19 -0.74
O 5.15 6.95 -0.33
H 6.38 5.89 2.11
H 7.00 7.56 2.18
H 8.14 5.77 0.38
H 7.89 7.46 -0.03
H 6.04 5.13 -0.71
H 6.57 6.46 -1.75
O 9.97 8.87 -2.00
C 9.78 9.62 -1.10
C 10.28 11.05 -0.94
C 10.05 11.32 0.55
C 8.86 10.42 0.85
O 9.00 9.29 -0.03
H 9.68 11.69 -1.58
H 11.33 11.11 -1.23
H 9.87 12.37 0.79
H 10.92 10.99 1.12
H 7.90 10.91 0.63
H 8.84 10.07 1.88

3.
155
Properties=species:S:1:pos:R:3 method="wB97M-V/def2-TZVPD" charge=+1 de_lowest_kcal_mol=39.8
Al 0.22 0.26 -0.04
C -1.50 -3.47 1.40
C -0.93 -2.35 2.29
C -1.10 -2.76 3.75
C 0.50 -2.16 1.84
C 1.51 -3.10 2.08
C 2.50 -2.87 1.16
C 3.76 -3.70 1.15
C 4.87 -3.28 0.20
C 3.45 -5.19 0.99
N 2.14 -1.78 0.41
N 0.94 -1.31 0.92
B 2.04 -1.75 -1.18
N 2.23 -0.33 -1.86
N 1.04 0.35 -1.92
C 1.00 1.07 -3.01
C 2.22 0.92 -3.69
C 2.98 0.05 -2.94
C 4.44 -0.19 -3.20
C 5.19 -0.89 -2.07
C 4.70 -0.88 -4.54
C -0.24 1.80 -3.42
C -0.99 0.95 -4.45
C 0.04 3.20 -3.96
N 0.54 -2.17 -1.54
N -0.56 -1.39 -1.16
C -1.59 -1.78 -1.91
C -1.20 -2.84 -2.74
C 0.14 -3.04 -2.49
C 0.98 -4.03 -3.25
C 1.90 -3.34 -4.25
C 1.74 -5.03 -2.37
C -2.98 -1.19 -1.90
C -3.09 0.16 -1.22
C -3.98 -2.18 -1.31
H -2.57 -3.58 1.58
H -1.02 -4.42 1.64
H -1.34 -3.27 0.34
H -1.49 -1.44 2.10
H -0.36 -3.51 4.04
H -2.08 -3.22 3.89
H -1.02 -1.93 4.44
H 1.49 -3.89 2.82
H 4.15 -3.57 2.17
H 4.63 -3.54 -0.83
H 5.79 -3.81 0.46
H 5.07 -2.21 0.26
H 3.07 -5.41 -0.01
H 2.71 -5.53 1.71
H 4.36 -5.77 1.13
H 2.81 -2.53 -1.63
H 2.53 1.42 -4.60
H 4.85 0.82 -3.29
H 5.01 -1.96 -2.10
H 4.88 -0.50 -1.10
H 6.26 -0.73 -2.18
H 4.37 -1.92 -4.52
H 5.77 -0.88 -4.76
H 4.19 -0.38 -5.36
H -0.87 1.88 -2.53
H -0.41 0.85 -5.37
H -1.95 1.42 -4.71
H -1.19 -0.05 -4.06
H 0.67 3.15 -4.85
H 0.56 3.81 -3.21
H -0.89 3.70 -4.23
H -1.82 -3.38 -3.44
H 0.25 -4.61 -3.82
H 2.67 -2.77 -3.74
H 1.34 -2.65 -4.89
H 2.39 -4.08 -4.89
H 2.59 -4.55 -1.88
H 2.13 -5.84 -2.99
H 1.09 -5.46 -1.60
H -3.23 -1.06 -2.96
H -2.98 0.05 -0.14
H -4.07 0.59 -1.42
H -2.34 0.87 -1.57
H -3.77 -2.35 -0.25
H -3.95 -3.14 -1.82
H -5.00 -1.78 -1.39
O -1.21 0.51 1.17
S -1.11 1.62 2.24
C -0.85 0.81 3.82
C 0.40 0.22 4.00
C 0.77 -0.24 5.25
C -0.11 -0.10 6.32
C -1.36 0.46 6.13
C -1.73 0.93 4.88
C -2.79 2.17 2.41
C -3.86 1.30 2.27
C -5.14 1.81 2.41
C -5.34 3.16 2.67
C -4.25 4.01 2.80
C -2.96 3.52 2.66
H 1.08 0.10 3.16
H 1.74 -0.70 5.39
H 0.18 -0.45 7.30
H -2.05 0.55 6.96
H -2.70 1.40 4.75
H -3.69 0.25 2.07
H -5.99 1.15 2.30
H -6.34 3.54 2.77
H -4.41 5.06 3.00
H -2.10 4.17 2.74
N 1.11 1.75 0.40
P 1.56 3.21 0.52
N 2.97 3.67 -0.27
C 4.20 3.03 0.18
C 5.36 4.05 0.12
C 5.08 5.10 -0.96
C 4.37 4.44 -2.14
C 3.00 3.90 -1.71
N 0.47 4.33 -0.07
C 0.75 5.77 -0.15
C 0.08 6.41 -1.36
C -1.45 6.20 -1.34
C -1.84 5.14 -0.31
C -0.90 3.95 -0.41
N 1.92 3.66 2.11
C 2.37 5.04 2.39
C 3.08 5.13 3.73
C 2.23 4.51 4.83
C 1.83 3.06 4.48
C 2.34 2.68 3.09
H 4.41 2.17 -0.46
H 4.08 2.64 1.19
H 6.29 3.52 -0.09
H 5.49 4.53 1.09
H 6.01 5.57 -1.27
H 4.45 5.89 -0.55
H 5.00 3.63 -2.53
H 4.25 5.15 -2.96
H 2.79 2.97 -2.25
H 2.22 4.61 -1.97
H 1.83 5.91 -0.19
H 0.41 6.29 0.76
H 0.51 5.98 -2.27
H 0.33 7.47 -1.37
H -1.79 5.88 -2.32
H -1.96 7.14 -1.12
H -2.87 4.80 -0.48
H -1.80 5.54 0.70
H -0.95 3.55 -1.43
H -1.24 3.15 0.24
H 1.50 5.70 2.41
H 3.03 5.39 1.59
H 3.27 6.18 3.95
H 4.05 4.64 3.68
H 1.33 5.12 4.97
H 2.76 4.54 5.78
H 0.74 2.95 4.50
H 2.23 2.35 5.21
H 1.96 1.72 2.76
H 3.43 2.58 3.13

E_tot list, top to bottom, in eV: -78822.61775; -110243.22433; -101743.10221
Kohn-Sham gap list, top to bottom, in eV: 9.61; 8.32; 7.88
HOMO energy list, top to bottom, in eV: -9.223; -7.768; -10.039